{
  "formula": "C11H14NO",
  "method": "ωB97M-V/def2-TZVPD",
  "elements": ["C", "C", "C", "C", "C", "C", "C", "C", "C", "C", "C", "N", "O", "H", "H", "H", "H", "H", "H", "H", "H", "H", "H", "H", "H", "H", "H"],
  "positions_angstrom": [[1.642431, 1.412560, -1.610625], [2.444611, -0.477007, -0.293643], [0.699062, 1.687167, -0.672956], [1.513746, -0.219256, 0.661374], [2.534294, 0.317848, -1.465617], [0.584106, 0.892078, 0.537749], [4.448312, -0.870264, -2.495638], [-2.841192, 1.005221, 2.486530], [3.474394, 0.054690, -2.516435], [-4.222514, -1.209354, 1.104448], [-2.722518, -0.921605, 0.997487], [-2.303199, 0.227320, 1.687750], [-0.226776, 1.172355, 1.430699], [1.728590, 2.031028, -2.492206], [3.122269, -1.306497, -0.167942], [0.034799, 2.531464, -0.776690], [1.439849, -0.825576, 1.552141], [5.103256, -0.994361, -3.341142], [4.633402, -1.513803, -1.650315], [-2.251736, 1.830862, 2.866101], [-3.869449, 0.914686, 2.839016], [3.375612, 0.678660, -3.396641], [-4.501731, -1.400576, 2.137627], [-4.801526, -0.370372, 0.725211], [-4.458044, -2.090511, 0.514460], [-2.434879, -0.789614, -0.051835], [-2.145171, -1.767143, 1.391091]],
  "forces_ev_per_a": [[-0.25, -0.05, 0.17], [-0.27, -0.01, 0.28], [0.15, 0.19, 0.13], [-0.05, -0.11, -0.15], [0.09, 0.04, -0.12], [1.06, -0.33, -0.82], [-0.05, 0.03, 0.02], [0.66, 0.69, 0.26], [0.07, 0.02, -0.05], [-0.03, 0.41, 0.27], [0.58, -1.30, -1.02], [-1.15, 0.19, 0.77], [-0.87, 0.36, 0.48], [-0.04, 0.04, -0.09], [0.05, -0.08, 0.05], [-0.09, 0.07, -0.01], [0.03, -0.02, 0.10], [0.09, 0.01, -0.12], [-0.03, -0.06, 0.10], [0.18, 0.15, 0.05], [-0.08, -0.29, -0.24], [0.02, 0.02, -0.04], [-0.06, -0.05, 0.07], [-0.08, 0.02, -0.05], [0.12, -0.03, -0.05], [-0.03, -0.04, 0.11], [-0.03, 0.14, -0.10]],
  "fmax_ev_per_a": 1.75,
  "homo_ev": [-11.217, -12.888],
  "mol_weight_g_mol": 176.24,
  "spin_multiplicity": 3,
  "charge": 1,
  "gap_ev": [7.56, 5.88],
  "e_above_lowest_ev": 0.000
}

***

{
  "formula": "C6H12O",
  "method": "ωB97M-V/def2-TZVPD",
  "elements": ["C", "O", "C", "C", "C", "C", "C", "H", "H", "H", "H", "H", "H", "H", "H", "H", "H", "H", "H"],
  "positions_angstrom": [[2.771114, 0.328041, -0.024007], [1.465539, 0.732764, 0.273975], [0.585379, -0.303741, 0.646128], [-0.779569, -0.031366, 0.044041], [-1.179514, 1.428665, 0.056077], [-1.239627, -0.884779, -1.104860], [-1.840839, -1.067927, 0.264006], [2.791945, -0.327191, -0.907421], [3.267485, -0.182160, 0.817132], [3.322777, 1.239232, -0.258023], [0.964346, -1.278785, 0.305904], [0.515026, -0.358223, 1.743831], [-0.453423, 2.016146, -0.512235], [-1.202841, 1.824648, 1.078929], [-2.170617, 1.560287, -0.393008], [-0.574454, -1.662132, -1.474843], [-1.845868, -0.413851, -1.873574], [-1.583052, -1.968737, 0.817296], [-2.856154, -0.717070, 0.433131]],
  "forces_ev_per_a": [[0.31, -0.02, -0.10], [-0.07, 0.09, 0.00], [-0.20, -0.24, 0.06], [0.03, 0.04, 0.09], [-0.03, 0.01, -0.02], [0.06, 0.02, -0.24], [-0.10, -0.08, 0.15], [0.02, 0.00, 0.15], [-0.14, 0.07, -0.11], [0.08, -0.11, 0.02], [-0.07, 0.09, -0.03], [0.02, 0.12, -0.07], [-0.16, -0.03, 0.07], [-0.03, -0.07, -0.14], [0.14, -0.03, 0.10], [-0.09, 0.15, 0.09], [0.06, -0.07, 0.12], [-0.01, 0.14, -0.10], [0.17, -0.07, -0.05]],
  "fmax_ev_per_a": 0.32,
  "homo_ev": -9.622,
  "mol_weight_g_mol": 100.16,
  "gap_ev": 10.68,
  "e_above_lowest_ev": 1.608,
  "smiles": "COCC1(C)CC1"
}

***

{
  "formula": "CH2LiOSm",
  "method": "ωB97M-V/def2-TZVPD",
  "elements": ["H", "O", "C", "Li", "Sm", "H"],
  "positions_angstrom": [[-0.684917, -2.119200, -1.714528], [0.720577, -1.157008, 1.550631], [1.848281, -0.630468, 1.271325], [1.242351, 0.054011, 3.326677], [-1.072418, -2.522524, 0.439360], [2.228367, -0.986125, 0.278798]],
  "forces_ev_per_a": [[-0.19, -0.19, 0.88], [-0.89, -0.44, 0.09], [0.08, 0.31, 0.80], [0.41, -0.34, -1.21], [0.68, 0.51, -0.74], [-0.09, 0.15, 0.19]],
  "fmax_ev_per_a": 1.33,
  "homo_ev": [-11.578, -11.588],
  "mol_weight_g_mol": 187.33,
  "spin_multiplicity": 7,
  "charge": 1,
  "gap_ev": [7.08, 7.17],
  "e_above_lowest_ev": 0.000
}

***

{
  "formula": "C7H13NO",
  "method": "ωB97M-V/def2-TZVPD",
  "elements": ["C", "C", "C", "C", "N", "C", "O", "C", "C", "H", "H", "H", "H", "H", "H", "H", "H", "H", "H", "H", "H", "H"],
  "positions_angstrom": [[-2.516348, -0.953432, 0.875804], [-1.250684, -1.286523, 0.664301], [-0.351782, -0.406916, -0.202943], [0.330182, 0.673588, 0.614239], [1.060500, 0.084860, 1.651108], [1.115028, 1.704128, -0.261876], [2.331746, 1.195226, -0.834650], [-0.800027, -0.215882, -1.617387], [0.229950, -1.206039, -1.323053], [-3.103526, -1.547234, 1.518115], [-2.935720, -0.028265, 0.502596], [-0.712339, -2.008695, 1.238521], [-0.495407, 1.262694, 1.090335], [1.946119, -0.308693, 1.215011], [1.349982, 0.684445, 2.514971], [1.266528, 2.637911, 0.358126], [0.481625, 1.988417, -1.143979], [2.927574, 1.014577, -0.115532], [-0.485819, 0.730229, -2.122802], [-1.747000, -0.693983, -1.895941], [0.041810, -2.292953, -1.233777], [1.317608, -1.027459, -1.491189]],
  "forces_ev_per_a": [[0.80, 0.01, -0.07], [0.17, 2.14, -0.34], [-1.27, -1.06, 0.81], [-1.24, 2.09, -1.40], [3.66, -0.63, 2.38], [-0.67, 0.50, -0.24], [-0.95, 0.38, 0.15], [-0.80, 0.85, -0.93], [3.46, -1.24, 0.85], [-0.81, -0.49, 0.71], [-0.11, -0.17, -0.40], [-0.11, -0.83, 0.09], [0.45, -0.30, -0.44], [-1.32, 0.40, 1.13], [-0.83, -1.14, -2.47], [0.18, -0.88, -0.62], [0.67, -0.07, 0.95], [0.50, -0.06, 0.42], [-0.59, -1.20, 0.24], [0.18, 0.82, 0.05], [-0.30, 0.79, -0.46], [-1.08, 0.10, -0.40]],
  "fmax_ev_per_a": 4.41,
  "homo_ev": -9.199,
  "mol_weight_g_mol": 127.19,
  "gap_ev": 9.98,
  "e_above_lowest_ev": 2.849,
  "smiles": "C=CC1([C@@H](N)CO)CC1"
}